# 1
{"formula": "C3H2N3O", "method": "wB97M-V/def2-TZVPD", "max_force_ev_per_a": 7.09, "smiles": "N#[N+]c1cnco1", "e_lumo_ev": -6.7, "charge": 1, "homo_lumo_gap_ev": 9.3, "e_above_lowest_kj_mol": 185.8, "e_homo_ev": -16.1, "elements": ["C", "C", "C", "N", "N", "N", "O", "H", "H"], "xyz": [[-0.388, -0.997, -0.033], [-1.352, 0.943, -0.093], [0.686, -0.122, 0.041], [3.038, -0.378, 0.002], [-1.582, -0.344, 0.052], [1.967, -0.198, -0.042], [-0.102, 1.326, 0.016], [-0.154, -2.086, 0.060], [-2.115, 1.856, -0.003]], "forces_ev_per_a": [[0.73, 0.13, 1.36], [-0.25, 1.42, 2.22], [-5.94, 3.82, -0.56], [2.96, -0.28, -0.19], [0.17, -1.05, -1.48], [-0.79, 0.39, 0.31], [2.69, -2.91, -0.77], [-1.10, 0.88, -0.33], [1.54, -2.40, -0.56]], "nbo_charge": [0.140, 0.477, 0.174, 0.355, -0.438, 0.088, -0.355, 0.276, 0.283]}

# 2
{"formula": "C30H22Br2F4O4Pd", "method": "wB97M-V/def2-TZVPD", "max_force_ev_per_a": 3.38, "e_lumo_ev": [3.9, 3.3], "charge": -2, "homo_lumo_gap_ev": [4.7, 4.1], "multiplicity": 3, "e_above_lowest_kj_mol": 63.3, "e_homo_ev": [-0.8, -0.8], "elements": ["Pd", "Br", "Br", "C", "C", "C", "O", "C", "C", "C", "O", "O", "O", "H", "H", "F", "C", "C", "C", "C", "C", "C", "H", "H", "H", "H", "H", "F", "C", "C", "C", "C", "C", "C", "H", "H", "H", "H", "H", "F", "C", "C", "C", "C", "C", "C", "H", "H", "H", "H", "H", "F", "C", "C", "C", "C", "C", "C", "H", "H", "H", "H", "H"], "xyz": [[-0.067, 0.360, -0.053], [-1.206, -0.649, 1.967], [0.344, 1.429, -2.302], [3.290, -1.999, 0.926], [2.800, -1.360, -0.243], [3.595, -1.542, -1.581], [3.236, -0.896, -2.571], [4.798, -2.316, -1.545], [5.164, -3.012, -0.422], [4.420, -2.806, 0.875], [4.727, -3.450, 1.918], [6.178, -3.782, -0.424], [1.789, -0.617, -0.227], [2.701, -1.864, 1.824], [5.360, -2.448, -2.459], [-0.472, -1.859, -1.338], [-0.570, -3.161, -1.022], [0.317, -3.708, -0.081], [0.320, -5.092, 0.031], [-0.507, -5.926, -0.723], [-1.376, -5.333, -1.605], [-1.433, -3.941, -1.762], [0.868, -3.057, 0.583], [0.996, -5.519, 0.761], [-0.268, -6.980, -0.760], [-1.822, -5.872, -2.435], [-1.968, -3.538, -2.610], [-1.210, 2.461, 0.793], [-1.520, 3.767, 0.809], [-1.781, 4.385, -0.397], [-2.026, 5.750, -0.367], [-2.111, 6.414, 0.854], [-1.890, 5.752, 2.066], [-1.665, 4.375, 2.051], [-1.576, 3.832, -1.306], [-2.054, 6.226, -1.339], [-2.383, 7.460, 0.926], [-2.067, 6.327, 2.964], [-1.624, 3.740, 2.925], [1.042, 1.751, 1.380], [1.770, 2.233, 2.400], [2.052, 3.584, 2.468], [2.861, 4.037, 3.530], [3.393, 3.144, 4.421], [3.110, 1.793, 4.328], [2.244, 1.321, 3.343], [1.746, 4.312, 1.732], [3.204, 5.062, 3.580], [4.067, 3.560, 5.161], [3.505, 1.166, 5.116], [2.003, 0.268, 3.301], [-2.379, -0.005, -1.347], [-3.263, -0.594, -2.153], [-4.524, -0.893, -1.621], [-5.431, -1.510, -2.458], [-5.169, -1.750, -3.802], [-3.927, -1.416, -4.291], [-2.965, -0.804, -3.487], [-4.758, -0.573, -0.616], [-6.406, -1.808, -2.086], [-5.891, -2.232, -4.447], [-3.605, -1.669, -5.295], [-1.987, -0.529, -3.859]], "forces_ev_per_a": [[0.42, -1.00, -0.57], [-0.07, -0.03, 0.10], [-0.20, 0.40, 0.01], [-1.66, 1.91, -2.25], [1.33, -1.27, 1.22], [0.85, 0.60, -0.12], [-0.49, -0.14, 0.04], [-1.80, 0.71, -0.31], [2.82, -1.47, -0.08], [0.04, -2.00, 2.69], [0.39, 0.57, -1.30], [-1.02, 0.53, 0.43], [-0.54, 0.77, -0.20], [0.19, -0.16, 0.23], [0.01, 0.04, -0.04], [-0.34, 0.08, 0.05], [0.59, -0.55, 0.16], [-1.38, 0.04, -0.29], [0.13, 0.21, 0.80], [0.83, 0.38, -0.12], [0.02, 0.52, -1.22], [0.53, -0.40, -0.04], [0.38, -0.05, -0.25], [0.09, -0.08, -0.10], [-0.42, -0.12, 0.18], [-0.38, -0.42, 0.47], [-0.18, 0.25, 0.20], [-0.55, 0.26, 0.13], [-0.70, -0.26, 0.23], [1.06, 0.19, 0.30], [0.15, -0.32, -0.01], [0.13, 0.18, 0.18], [-0.88, -0.40, -0.80], [0.24, 0.27, -0.31], [-0.21, -0.03, -0.05], [-0.38, 0.43, 0.20], [0.18, 0.10, -0.31], [0.22, -0.26, 0.26], [0.27, 0.16, 0.14], [0.36, 0.62, 0.13], [0.48, -0.26, 0.65], [0.52, 0.43, 0.59], [-0.20, -0.23, -1.15], [0.35, 0.38, 0.29], [-0.61, 0.06, 0.31], [0.55, 0.28, 0.24], [-0.31, -0.29, -0.23], [-0.35, 0.13, -0.10], [0.00, -0.38, 0.19], [-0.02, -0.41, -0.31], [-0.14, 0.02, -0.31], [-0.19, 0.10, -0.02], [-0.91, 0.24, -0.02], [0.74, 0.15, -0.50], [-0.91, -0.04, -0.07], [0.29, -0.25, 0.21], [0.95, 0.19, -0.22], [0.07, -0.26, 0.36], [0.05, -0.31, 0.13], [0.03, 0.16, 0.17], [-0.09, -0.03, 0.11], [-0.34, 0.11, -0.13], [0.04, -0.02, 0.04]], "mulliken_spin": [1.624, 0.114, 0.158, 0.012, 0.002, -0.001, 0.002, 0.001, -0.001, -0.002, 0.010, -0.002, 0.080, -0.001, 0.000, 0.007, 0.006, -0.003, -0.001, 0.000, 0.000, 0.000, 0.001, 0.000, 0.000, 0.000, 0.000, -0.009, -0.002, 0.003, 0.000, 0.000, 0.000, 0.002, -0.001, 0.000, 0.000, 0.000, 0.000, -0.027, 0.020, 0.005, 0.001, -0.001, 0.000, 0.000, 0.000, 0.000, 0.000, 0.000, -0.002, -0.004, 0.006, 0.001, 0.000, 0.000, 0.000, -0.001, 0.000, 0.000, 0.000, 0.000, 0.001]}

# 3
{"formula": "C21H27FN4OS", "method": "wB97M-V/def2-TZVPD", "max_force_ev_per_a": 17.14, "e_lumo_ev": 0.5, "homo_lumo_gap_ev": 8.4, "e_above_lowest_kj_mol": 1783.6, "e_homo_ev": -7.9, "elements": ["C", "H", "H", "H", "S", "C", "C", "C", "C", "C", "C", "H", "H", "N", "C", "C", "N", "C", "C", "H", "C", "N", "C", "O", "N", "C", "C", "C", "C", "C", "C", "F", "H", "H", "H", "H", "H", "H", "H", "H", "H", "H", "H", "C", "C", "H", "H", "H", "H", "H", "H", "H", "H", "H", "H"], "xyz": [[-8.897, -0.345, -0.019], [-8.503, 0.661, -0.360], [-8.801, -0.406, 0.945], [-9.873, -0.594, -0.544], [-7.791, -1.706, -1.040], [-6.284, -1.178, -0.186], [-5.226, -1.931, -0.552], [-3.881, -1.505, -0.404], [-3.673, -0.497, 0.569], [-4.694, 0.121, 1.145], [-6.071, 0.096, 0.731], [-6.937, 0.557, 1.026], [-4.586, 0.740, 1.804], [-2.336, -0.161, 1.219], [-1.945, 1.111, 1.210], [-1.344, 1.608, 0.180], [-0.082, 0.657, -0.214], [0.597, 1.280, -1.320], [1.515, 2.719, -1.126], [2.153, 2.793, -1.703], [2.023, 2.541, 0.233], [2.594, 1.374, 0.733], [3.981, 1.163, 0.204], [4.656, 1.973, -0.084], [4.348, -0.109, 0.034], [5.671, -0.836, 0.014], [6.708, -0.352, -0.456], [7.926, -0.671, -0.712], [7.927, -2.227, -0.329], [6.949, -2.939, 0.105], [5.744, -2.118, 0.205], [4.620, -2.944, 0.593], [6.998, -3.919, 0.252], [8.918, -2.829, -0.641], [8.705, -0.344, -1.045], [6.650, 1.092, -0.602], [3.689, -0.908, 0.486], [2.069, 0.530, 0.963], [1.304, 2.739, 1.122], [2.718, 3.450, 0.496], [0.837, 3.407, -0.935], [-0.157, 1.596, -2.031], [1.251, 0.516, -1.664], [-0.595, -0.696, -0.442], [-1.324, -0.998, 0.740], [-1.360, -2.167, 0.702], [-0.415, -1.097, 1.677], [0.460, -1.319, -0.654], [-1.223, -0.544, -1.420], [-1.081, 2.737, 0.250], [-1.990, 1.670, -0.813], [-2.756, 1.807, 1.535], [-1.021, 1.230, 2.058], [-2.981, -2.185, -0.599], [-5.182, -2.646, -1.337]], "forces_ev_per_a": [[-0.14, -0.30, -8.91], [-0.65, -1.23, 0.13], [0.15, -1.10, 5.40], [0.91, 0.75, 1.42], [-0.62, 2.85, 2.98], [-1.29, 3.15, 1.22], [3.76, 0.84, -1.52], [1.04, -0.38, 3.12], [3.49, -1.53, -0.62], [-6.93, -3.10, -6.14], [3.60, -7.32, -3.69], [-1.22, 1.53, 1.19], [2.00, 6.84, 7.51], [-4.01, -5.87, -2.10], [-1.38, 2.63, 10.89], [5.73, 3.87, -11.71], [-1.34, 3.96, 1.73], [0.46, 1.95, -0.63], [-10.68, -8.24, 10.58], [10.55, 1.51, -10.56], [0.26, 3.81, 5.39], [4.63, -2.58, -1.07], [-9.02, -7.85, 4.10], [7.78, 11.34, -3.39], [-0.98, -8.64, 2.24], [-10.60, 0.19, 2.32], [6.45, 14.73, -4.11], [-6.54, -12.21, 5.05], [8.25, 2.95, -4.04], [-4.73, 4.78, 0.18], [-1.16, -7.72, 2.33], [1.24, 1.96, -0.54], [-0.23, -3.89, 0.74], [-2.01, 1.48, 0.99], [8.26, 4.44, -3.70], [-0.35, -4.34, 0.26], [1.54, 2.89, -1.52], [-0.20, 0.81, -0.51], [-0.08, 0.11, -2.06], [-0.61, -1.69, -0.60], [-2.99, 3.87, -0.56], [-0.07, -0.39, -0.97], [0.69, -0.44, -1.01], [3.54, 2.72, -4.51], [4.02, -5.97, 4.83], [-1.70, 1.92, 0.42], [-2.26, 0.88, -2.37], [-3.22, 0.95, 0.53], [0.71, -1.27, 1.34], [0.27, -2.08, 0.31], [0.78, -0.56, 1.47], [0.41, -0.60, 0.13], [-2.48, -0.37, -1.22], [-1.70, 1.12, -0.47], [-1.33, -1.15, -0.28]], "nbo_charge": [-0.623, 0.210, 0.183, 0.231, 0.179, -0.148, -0.278, -0.213, 0.140, -0.212, -0.182, 0.208, 0.186, -0.454, -0.239, -0.245, -0.478, -0.223, -0.368, 0.174, -0.216, -0.691, 0.803, -0.581, -0.641, 0.038, -0.144, -0.166, -0.162, -0.306, 0.407, -0.367, 0.234, 0.198, 0.190, 0.208, 0.391, 0.402, 0.201, 0.209, 0.205, 0.164, 0.192, -0.266, -0.240, 0.240, 0.190, 0.220, 0.184, 0.230, 0.169, 0.222, 0.182, 0.228, 0.223]}

| no. | total energy (eV) |
| --- | --- |
| 1 | -9649.59807 |
| 2 | -194090.99091 |
| 3 | -43758.29924 |